Density functional theory data (ωB97M-V/def2-TZVPD) for a single C3H4N4 molecule in a non-equilibrium geometry.

Kohn-Sham gap   0.3006 Ha
Total charge   0
LUMO level   -0.544 eV
Total energy   -9132.3617 eV

Cartesian coordinates (Å):
1 C -1.14423 -0.28112 -0.23367
2 C 1.67293 -0.27878 -0.16186
3 C 0.93077 0.92396 -0.07006
4 H -2.78400 -1.21490 -0.19138
5 H 2.73484 -0.33161 0.02825
6 H 1.35018 1.87562 -0.12054
7 H -0.86833 1.60486 0.25250
8 N -2.37658 -0.24268 0.05947
9 N -0.21993 -1.43074 -0.02056
10 N 1.09298 -1.43418 0.22503
11 N -0.38863 0.80957 0.23281

Here are the natural (NBO) charges for atoms 1 to 2, given in e: number 1, C, carries 0.47; number 2, C, carries -0.18

Density functional theory data (ωB97M-V/def2-TZVPD) for 2 unconnected molecules or ions with the total composition C3H4N4 in a non-equilibrium geometry.

Kohn-Sham gap (spin up / spin down)   0.2981 / 0.2982 Ha
Total charge   0
LUMO level (spin up / spin down)   0.625 / 0.625 eV
Total energy   -9132.3795 eV

Cartesian coordinates (Å):
1 N -1.43820 1.53162 -0.29263
2 C -0.36454 0.84072 0.06061
3 C -0.53407 -0.28632 0.90447
4 N 0.53518 -1.06927 0.93123
5 C 1.47393 -1.69652 0.56726
6 N 1.83593 -0.63193 -1.63675
7 N 1.06572 0.11252 -1.91285
8 H -2.40668 1.31342 -0.06646
9 H -1.30852 2.31521 -0.91710
10 H -1.36823 -0.58339 1.54344
11 H 2.50950 -1.84606 0.81878

Here are the natural (NBO) charges for atoms 1 to 2, given in e: number 1, N, carries -0.76; number 2, C, carries 0.02

Density functional theory data (ωB97M-V/def2-TZVPD) for a single C3H4N4O molecule in a non-equilibrium geometry.

Kohn-Sham gap   0.2703 Ha
Total charge   0
LUMO level   -1.076 eV
Total energy   -11177.3558 eV

Cartesian coordinates (Å):
1 C 0.28911 -0.84219 -0.92770
2 C 0.04130 0.29414 1.18921
3 C -0.75118 0.81835 0.20902
4 H 1.44085 -2.52893 -1.24065
5 H 1.63395 -1.00577 0.83760
6 H 0.26941 0.41575 2.31618
7 H -1.24088 0.53787 -1.94868
8 N 0.90361 -1.72597 -1.71528
9 N 0.56091 -0.72963 0.37026
10 N -1.25117 2.13540 0.38894
11 N -0.32585 0.43206 -1.14690
12 O -1.57006 2.19892 1.66798

Here are the natural (NBO) charges for atoms 1 to 2, given in e: number 1, C, carries 0.53; number 2, C, carries 0.03

Density functional theory data (ωB97M-V/def2-TZVPD) for a single C3H4N4O molecule in a non-equilibrium geometry.

Kohn-Sham gap   0.3377 Ha
Total charge   0
LUMO level   -0.019 eV
Total energy   -11180.4743 eV

Cartesian coordinates (Å):
1 C -0.29860 -1.37824 -0.12133
2 C -1.62412 -0.94596 -0.11812
3 C 0.36562 0.84578 -0.10585
4 H 2.31266 -0.88194 0.99780
5 H 2.36316 -0.63700 -0.69851
6 H 0.11921 -2.42750 0.03660
7 H -2.40489 -1.58896 -0.17438
8 N 1.93155 -1.06068 0.09844
9 N 0.58375 -0.44912 0.05244
10 N -1.94352 0.40701 0.11165
11 N -1.05767 1.24223 0.14196
12 O 1.29420 1.67874 -0.11515

Here are the natural (NBO) charges for atoms 1 to 2, given in e: number 1, C, carries 0.05; number 2, C, carries -0.17